No. 1
Computed, not measured: 2 unconnected molecules or ions with the total composition ClH3NO2P at a distorted geometry, with ωB97M-V with the def2-TZVPD basis set.

E_HOMO   -0.3353 Eh
Gap between HOMO and LUMO   8.650 eV
E   -27443.3268 eV
SMILES   [NH3+][O-].O=PCl
Relative energy (zero: lowest compared OMol25 entry of this formula, charge and spin)   339.7 kJ/mol

```
! RIJCOSX wB97M-V def2-TZVPD def2/J DEFGRID3
* xyz 0 1
N -1.141 0.117 0.491
O 0.627 0.106 -1.356
O -0.396 -0.724 1.287
P 1.556 -0.751 -0.572
Cl 3.225 0.365 -0.474
H -1.179 1.121 0.908
H -2.045 -0.352 0.301
H -0.646 0.119 -0.586
*
```

No. 2
Computed, not measured: ClH3NO2P in the gas phase at a distorted geometry, with ωB97M-V with the def2-TZVPD basis set.

E_HOMO   -0.3745 Eh
Gap between HOMO and LUMO   10.500 eV
E   -27446.7815 eV
SMILES   N=P(O)(O)Cl
Relative energy (zero: lowest compared OMol25 entry of this formula, charge and spin)   6.3 kJ/mol

```
! RIJCOSX wB97M-V def2-TZVPD def2/J DEFGRID3
* xyz 0 1
N -0.755 1.356 -0.572
O -0.001 -0.122 1.431
O -0.052 -1.313 -0.751
P 0.162 0.233 -0.153
Cl 2.162 0.496 -0.151
H -0.931 1.544 -1.526
H -0.954 -0.332 1.714
H 0.369 -1.862 0.010
*
```

E_LUMO / Eh: -0.017; 0.011